Record 1
A 13-piece molecular cluster, H26O13 overall. Source: OMol25; level of theory: ωB97M-V with the def2-TZVPD basis set.

Geometry as XYZ:
```
39
Properties=species:S:1:pos:R:3:forces:R:3
O -11.377155 6.278954 -7.461177 -0.20 -0.32 0.02
H -10.802717 5.812277 -8.073236 0.11 0.11 -0.02
H -11.663869 7.066826 -7.937954 0.22 0.21 0.08
O -14.545294 5.832251 -7.315731 -0.36 -0.20 -0.06
H -14.268792 6.542218 -7.903343 0.23 0.19 0.10
H -13.934540 5.873651 -6.574272 0.18 0.00 -0.11
O -9.294228 7.455564 -10.471507 0.04 0.00 -0.01
H -9.958344 8.107390 -10.752824 -0.04 -0.21 0.05
H -8.852507 7.849097 -9.714475 -0.02 -0.03 0.06
O -12.047227 6.583711 -13.130870 -0.26 -0.08 0.15
H -12.784503 6.094170 -12.743672 -0.11 -0.09 0.01
H -11.756183 6.053784 -13.876744 0.13 0.08 -0.05
O -13.096892 5.114629 -10.613351 -0.13 -0.24 -0.17
H -13.528147 4.409625 -10.116296 0.05 0.06 0.19
H -12.154099 4.970209 -10.470162 0.04 0.16 0.03
O -14.917652 8.774665 -12.548013 0.25 -0.16 -0.08
H -14.864325 7.809103 -12.646667 -0.14 0.21 0.02
H -15.758151 9.018121 -12.944094 -0.04 0.05 0.07
O -13.225419 10.750373 -8.324927 0.08 0.00 0.16
H -13.352867 11.089883 -9.225820 -0.03 -0.22 -0.11
H -14.031125 10.260017 -8.131191 -0.09 0.08 0.04
O -11.602483 8.771782 -11.371662 -0.20 -0.07 -0.05
H -11.483577 9.541380 -11.938484 -0.15 0.17 0.13
H -11.982310 8.097588 -11.959807 0.41 -0.03 -0.22
O -15.183040 5.992587 -12.596428 0.02 -0.22 -0.10
H -15.396628 5.345178 -13.275500 -0.03 0.05 -0.06
H -15.280175 5.524587 -11.761388 0.07 0.03 0.06
O -10.878616 9.297501 -7.638518 0.05 -0.26 -0.16
H -11.704987 9.710738 -7.937668 -0.15 0.31 0.06
H -10.195038 9.742263 -8.145648 0.02 0.06 0.03
O -16.053582 9.406656 -9.489156 0.03 0.21 0.05
H -16.640994 8.658896 -9.623626 -0.01 -0.03 0.06
H -15.165337 9.035129 -9.583081 0.00 -0.24 -0.09
O -13.560022 7.723014 -9.476924 -0.30 0.15 0.06
H -13.675986 6.890003 -9.953462 0.28 -0.11 -0.03
H -12.818173 8.164571 -9.915968 0.12 0.18 0.02
O -13.610652 10.910114 -11.092245 0.15 0.11 -0.07
H -14.358111 11.396033 -11.452496 -0.06 -0.02 0.03
H -13.789407 9.987728 -11.333798 -0.15 0.11 -0.09
```
Positions in Å, forces in eV/Å.

Output
- Energy relative to the best compared isomer or geometry (same formula, charge and spin): 0.848 eV
- Calculated total energy: -993.74206 a.u.
- LUMO energy: -0.016 Ha
- Highest occupied orbital energy: -10.5 eV
- Kohn-Sham gap: 10.047 eV

Löwdin atomic charge list, values in e, 2 entries:
1 O -0.0574
2 H 0.0253

Record 2
C32H22CaF12NO3S as an isolated structure. Source: OMol25; level of theory: ωB97M-V with the def2-TZVPD basis set.

Geometry as XYZ:
```
72
Properties=species:S:1:pos:R:3:forces:R:3
Ca -0.285181 -0.375711 0.516292 0.15 -0.80 0.93
C 1.361881 -0.668354 -6.195603 0.00 0.00 0.08
C 0.821003 -0.239240 -4.848347 0.09 0.01 -0.14
C 0.935729 1.065280 -4.391115 0.04 0.10 -0.04
C 0.424943 1.432006 -3.161285 0.08 -0.11 -0.03
C -0.238467 0.531661 -2.306102 -0.38 -0.04 0.21
N -0.699631 0.952960 -1.059892 -0.46 1.20 -1.30
C -1.278629 2.183453 -0.817863 0.15 -0.26 0.04
C -1.869077 2.940322 -1.857097 0.06 0.05 0.05
C -2.437901 4.184231 -1.661492 -0.02 -0.03 -0.14
C -2.483205 4.764700 -0.402701 -0.04 0.13 -0.05
C -3.057799 6.144413 -0.167970 0.03 -0.07 -0.01
C -2.000026 4.001968 0.649287 0.09 -0.33 0.10
C -1.427584 2.733031 0.515186 -0.03 -0.12 -0.03
C -1.074137 1.914226 1.811344 -0.21 -0.03 0.13
O 0.067656 1.175856 1.777833 -0.44 2.17 1.38
C -2.330970 0.954849 2.092968 0.23 0.14 -0.28
F -2.533003 0.068474 1.046077 -0.04 0.52 0.51
F -2.121267 0.168692 3.161401 0.05 -0.12 0.18
F -3.491297 1.569046 2.277500 -0.23 0.16 -0.08
C -0.961518 2.813223 3.109042 0.18 -0.11 -0.85
F -2.106406 3.366564 3.552858 -0.26 0.27 0.04
F -0.086907 3.804273 2.884360 0.05 0.25 0.05
F -0.489693 2.117922 4.137529 0.21 -0.39 0.38
C -0.327440 -0.836276 -2.751636 -0.16 -0.03 0.07
C 0.198100 -1.150995 -4.008405 -0.12 -0.06 0.25
C -1.049196 -1.961794 -1.902391 -0.09 -0.23 0.02
O -0.786548 -1.940836 -0.570183 -0.99 -2.09 -2.49
C -0.649602 -3.434361 -2.352386 0.17 0.87 0.06
F 0.688009 -3.570358 -2.304774 0.30 0.00 -0.06
F -1.144938 -4.335805 -1.514926 -0.32 -0.33 0.43
F -1.035809 -3.837283 -3.577924 -0.02 -0.02 -0.39
C -2.601532 -1.816704 -2.143928 0.73 -0.06 0.11
F -2.967522 -2.129491 -3.401335 -0.12 -0.04 -0.25
F -3.304779 -2.604358 -1.320949 -0.15 -0.21 0.07
F -3.008588 -0.568914 -1.929485 -0.16 0.36 0.12
H 1.652209 0.198605 -6.794737 -0.03 -0.04 0.05
H 0.617529 -1.231762 -6.766590 0.03 0.04 0.06
H 2.245069 -1.310914 -6.099802 -0.08 0.06 0.04
H 1.436177 1.810584 -5.006260 -0.04 -0.04 0.05
H 0.543002 2.450998 -2.816895 -0.03 0.02 0.00
H -1.879717 2.505535 -2.848917 0.04 0.04 0.03
H -2.868118 4.710874 -2.511494 0.05 -0.05 0.04
H -3.392967 6.590291 -1.107696 0.02 -0.04 0.03
H -2.320237 6.823855 0.272533 -0.03 -0.07 -0.04
H -3.917250 6.122135 0.509822 0.05 -0.03 -0.03
H -2.096609 4.433251 1.632640 0.01 0.01 0.10
H 0.115713 -2.162241 -4.374591 -0.04 -0.10 0.01
O 1.787061 -1.005888 0.783754 1.04 -0.46 0.87
S 1.795414 -1.411377 2.241426 0.52 0.05 -0.49
C 3.390265 -0.829048 2.815837 -0.03 0.05 0.08
C 3.894211 -1.199188 4.055619 -0.01 0.02 0.01
C 5.137327 -0.723752 4.438606 0.03 0.03 -0.03
C 5.853318 0.118729 3.592081 -0.06 -0.04 0.00
C 5.321069 0.495363 2.368147 -0.08 -0.03 0.00
C 4.072920 0.024326 1.968785 0.18 0.07 0.10
C 2.169269 -3.150984 2.201230 0.06 -0.07 0.06
C 2.723171 -3.668708 1.042042 0.00 -0.13 -0.03
C 3.030182 -5.019853 1.006168 0.00 -0.08 0.05
C 2.779504 -5.826717 2.113402 -0.02 0.12 -0.03
C 2.197365 -5.291730 3.256452 0.02 -0.02 -0.04
C 1.877493 -3.941083 3.301668 0.00 -0.06 0.00
H 3.332792 -1.854668 4.714536 0.04 0.05 -0.09
H 5.547862 -1.009876 5.398891 0.00 0.01 -0.02
H 6.826531 0.484634 3.893917 -0.01 0.01 0.01
H 5.870814 1.163690 1.717069 -0.01 -0.02 0.02
H 3.628170 0.310226 1.023681 0.03 -0.04 0.06
H 2.875257 -3.023383 0.183092 -0.03 -0.05 0.10
H 3.456554 -5.446666 0.106104 -0.03 0.00 0.05
H 3.021730 -6.881084 2.077191 -0.01 0.00 -0.01
H 1.975541 -5.926814 4.105458 0.01 0.01 -0.03
H 1.391822 -3.516237 4.175564 0.05 -0.02 -0.08
```
Positions in Å, forces in eV/Å.

Output
- Energy relative to the best compared isomer or geometry (same formula, charge and spin): 1.239 eV
- Calculated total energy: -3787.47895 a.u.
- LUMO energy: 0.078 Ha
- Highest occupied orbital energy: -3.6 eV
- Net charge: -1
- Kohn-Sham gap: 5.699 eV

Löwdin atomic charge list, values in e, 2 entries:
1 Ca 1.3783
2 C -0.0691

Record 3
An isolated ion of composition C5H11O2P2 and charge -1. Source: OMol25; level of theory: ωB97M-V with the def2-TZVPD basis set.

Geometry as XYZ:
```
20
Properties=species:S:1:pos:R:3:forces:R:3
C -1.734783 -1.388866 -0.504507 -2.93 1.45 -2.20
C -0.791485 -0.224802 -0.944933 -2.24 -0.06 1.30
C 0.070764 -0.649310 -2.051518 1.55 0.57 -2.04
C 0.035006 0.220415 0.218942 -0.88 1.80 0.58
C 0.365975 -0.641169 1.268657 1.15 -1.57 0.19
O 0.055465 -1.790136 1.579903 -0.43 0.43 -0.55
O 1.505705 -0.210457 2.051766 -2.37 -2.86 0.76
P 2.107873 1.171895 1.768360 3.92 3.15 2.05
P 0.080047 1.961004 0.714450 -1.63 -0.84 0.16
H -2.177773 -1.416564 0.481622 0.11 0.80 0.28
H -2.624000 -1.440243 -1.253914 1.13 0.19 1.00
H -1.320783 -2.335279 -0.587869 1.41 -1.70 -0.25
H -1.378843 0.625967 -1.388738 0.10 -0.55 1.00
H 0.453583 -1.651831 -1.779325 0.11 0.38 -0.85
H -0.423026 -0.529347 -3.094164 0.74 -0.80 1.55
H 0.907693 0.107818 -2.007748 -0.44 -1.02 -0.53
H 1.506847 1.977480 2.827767 1.00 -0.21 -0.15
H 3.335797 0.862997 2.596417 -0.49 0.23 -0.51
H -0.946632 2.702422 0.106986 -1.12 -0.45 -0.37
H 0.972571 2.648007 -0.002154 1.29 1.07 -1.42
```
Positions in Å, forces in eV/Å.

Output
- Energy relative to the best compared isomer or geometry (same formula, charge and spin): 1.271 eV
- Calculated total energy: -1030.22695 a.u.
- LUMO energy: 0.146 Ha
- Highest occupied orbital energy: -3.0 eV
- SMILES: CC(C)C1=C([O-])O[PH2]=[PH2]1
- Net charge: -1
- Kohn-Sham gap: 7.008 eV

Löwdin atomic charge list, values in e, 2 entries:
1 C -0.0937
2 C -0.5067

Record 4
A 2-piece molecular cluster, C3H8N2PS overall. Source: OMol25; level of theory: ωB97M-V with the def2-TZVPD basis set.

Geometry as XYZ:
```
15
Properties=species:S:1:pos:R:3:forces:R:3
C -0.745027 -0.072393 -1.021469 -3.72 -1.66 0.78
C -1.414271 -1.443358 -1.404920 1.15 -0.56 0.66
C 0.020268 -1.460721 0.813404 -3.33 -0.76 -2.64
N 1.459819 1.504970 1.145633 1.53 0.42 1.22
N 0.053177 -0.404623 0.102969 2.67 1.37 0.59
P 1.227568 3.013806 0.771307 1.68 0.88 1.56
S -1.113668 -2.610031 0.054210 0.72 0.82 0.49
H -0.210222 0.333187 -1.857345 0.32 0.42 -0.10
H -1.560634 0.596983 -0.591765 1.10 -0.28 -0.93
H -2.474079 -1.550557 -1.598607 -0.11 0.68 -0.03
H -0.854791 -1.830143 -2.242499 -0.03 -0.45 -0.24
H 0.404061 -1.457431 1.806372 0.76 -0.53 0.41
H 2.189968 1.349440 1.893033 -1.05 0.07 -1.11
H 0.737858 0.349039 0.375936 -0.16 0.21 0.77
H 2.279975 3.681833 1.753739 -1.53 -0.61 -1.41
```
Positions in Å, forces in eV/Å.

Output
- Energy relative to the best compared isomer or geometry (same formula, charge and spin): 0.000 eV
- Calculated total energy: -967.84586 a.u.
- LUMO energy: -0.166 Ha
- Highest occupied orbital energy: -13.6 eV
- Net charge: +1
- Kohn-Sham gap: 9.072 eV

Löwdin atomic charge list, values in e, 2 entries:
1 C -0.1674
2 C -0.3218

Record 5
A 2-piece molecular cluster, C2H6NS overall. Source: OMol25; level of theory: ωB97M-V with the def2-TZVPD basis set.

Geometry as XYZ:
```
10
Properties=species:S:1:pos:R:3:forces:R:3
C -0.402135 0.075737 -1.471568 1.33 1.15 -1.26
C -0.643227 -0.635277 -0.232745 -1.91 -2.43 -1.51
N -1.109698 -1.165535 -1.326657 -0.28 0.31 3.80
S 1.543682 1.700564 2.068199 -1.20 -0.88 1.16
H -0.978606 0.995284 -1.712932 0.82 -0.68 0.04
H 0.563947 -0.235748 -1.865530 0.18 1.69 -0.46
H -0.602731 -0.823679 0.853407 -0.02 0.20 -0.71
H -1.696185 -1.865092 -1.765924 -0.05 -0.16 0.12
H 0.777218 1.065314 3.072729 0.74 0.91 -1.11
H 2.547736 0.888432 2.381021 0.39 -0.10 -0.08
```
Positions in Å, forces in eV/Å.

Output
- Energy relative to the best compared isomer or geometry (same formula, charge and spin): 2.611 eV
- Calculated total energy: -532.35452 a.u.
- LUMO energy: -0.221 Ha
- Highest occupied orbital energy: -13.1 eV
- Net charge: +1
- Kohn-Sham gap: 7.091 eV

Löwdin atomic charge list, values in e, 2 entries:
1 C -0.0174
2 C 0.1493

Q: Which of these has the lowest highest occupied orbital energy?
A: C3H8N2PS

Please write out number 1 again, unchanged.
A 13-piece molecular cluster, H26O13 overall. Source: OMol25; level of theory: ωB97M-V with the def2-TZVPD basis set.

Geometry as XYZ:
```
39
Properties=species:S:1:pos:R:3:forces:R:3
O -11.377155 6.278954 -7.461177 -0.20 -0.32 0.02
H -10.802717 5.812277 -8.073236 0.11 0.11 -0.02
H -11.663869 7.066826 -7.937954 0.22 0.21 0.08
O -14.545294 5.832251 -7.315731 -0.36 -0.20 -0.06
H -14.268792 6.542218 -7.903343 0.23 0.19 0.10
H -13.934540 5.873651 -6.574272 0.18 0.00 -0.11
O -9.294228 7.455564 -10.471507 0.04 0.00 -0.01
H -9.958344 8.107390 -10.752824 -0.04 -0.21 0.05
H -8.852507 7.849097 -9.714475 -0.02 -0.03 0.06
O -12.047227 6.583711 -13.130870 -0.26 -0.08 0.15
H -12.784503 6.094170 -12.743672 -0.11 -0.09 0.01
H -11.756183 6.053784 -13.876744 0.13 0.08 -0.05
O -13.096892 5.114629 -10.613351 -0.13 -0.24 -0.17
H -13.528147 4.409625 -10.116296 0.05 0.06 0.19
H -12.154099 4.970209 -10.470162 0.04 0.16 0.03
O -14.917652 8.774665 -12.548013 0.25 -0.16 -0.08
H -14.864325 7.809103 -12.646667 -0.14 0.21 0.02
H -15.758151 9.018121 -12.944094 -0.04 0.05 0.07
O -13.225419 10.750373 -8.324927 0.08 0.00 0.16
H -13.352867 11.089883 -9.225820 -0.03 -0.22 -0.11
H -14.031125 10.260017 -8.131191 -0.09 0.08 0.04
O -11.602483 8.771782 -11.371662 -0.20 -0.07 -0.05
H -11.483577 9.541380 -11.938484 -0.15 0.17 0.13
H -11.982310 8.097588 -11.959807 0.41 -0.03 -0.22
O -15.183040 5.992587 -12.596428 0.02 -0.22 -0.10
H -15.396628 5.345178 -13.275500 -0.03 0.05 -0.06
H -15.280175 5.524587 -11.761388 0.07 0.03 0.06
O -10.878616 9.297501 -7.638518 0.05 -0.26 -0.16
H -11.704987 9.710738 -7.937668 -0.15 0.31 0.06
H -10.195038 9.742263 -8.145648 0.02 0.06 0.03
O -16.053582 9.406656 -9.489156 0.03 0.21 0.05
H -16.640994 8.658896 -9.623626 -0.01 -0.03 0.06
H -15.165337 9.035129 -9.583081 0.00 -0.24 -0.09
O -13.560022 7.723014 -9.476924 -0.30 0.15 0.06
H -13.675986 6.890003 -9.953462 0.28 -0.11 -0.03
H -12.818173 8.164571 -9.915968 0.12 0.18 0.02
O -13.610652 10.910114 -11.092245 0.15 0.11 -0.07
H -14.358111 11.396033 -11.452496 -0.06 -0.02 0.03
H -13.789407 9.987728 -11.333798 -0.15 0.11 -0.09
```
Positions in Å, forces in eV/Å.

Output
- Energy relative to the best compared isomer or geometry (same formula, charge and spin): 0.848 eV
- Calculated total energy: -993.74206 a.u.
- LUMO energy: -0.016 Ha
- Highest occupied orbital energy: -10.5 eV
- Kohn-Sham gap: 10.047 eV

Löwdin atomic charge list, values in e, 2 entries:
1 O -0.0574
2 H 0.0253